Model one:
Entry from OMol25: a 2-piece molecular cluster, C3H4N2OS overall (the ωB97M-V functional and the def2-TZVPD basis).

Values from the calculation:
- Highest occupied orbital energy (alpha / beta): -9.35 / -9.29 eV
- Orbital gap (alpha / beta): 9.1 / 9.1 eV
- LUMO level (alpha / beta): -0.28 / -0.20 eV
- Net charge: 0
- Molar mass: 116.14 g mol⁻¹

Each atom is followed by the atoms it is bonded to, with distances in Å.
Positions of all 11 atoms, in Å:
1 C 1.2856 1.6268 -0.1694  N4 1.318, S7 1.720, H8 1.117
2 C 0.8911 -0.6241 -0.1382  N5 1.279, S7 1.665
3 C -1.4244 -0.5129 0.2019  N5 1.389, H9 1.079, H10 1.143, H11 1.065
4 N -0.0152 1.4235 -0.1061  C1 1.318, N5 1.372
5 N -0.1772 0.0652 0.0017  C2 1.279, C3 1.389, N4 1.372
6 O 0.4837 -2.7765 0.0353  no bonds
7 S 2.3042 0.2453 -0.2802  C1 1.720, C2 1.665
8 H 1.5976 2.6924 -0.2862  C1 1.117
9 H -2.1915 -0.3479 -0.5393  C3 1.079
10 H -1.0128 -1.5754 0.1063  C3 1.143
11 H -1.7410 -0.2164 1.1742  C3 1.065

***

Model two:
Entry from OMol25: one molecule with the formula C3H4N2OS (the ωB97M-V functional and the def2-TZVPD basis).

Values from the calculation:
- Highest occupied orbital energy: -7.75 eV
- SMILES: O=c1[nH]cc(S)[nH]1
- Orbital gap: 8.3 eV
- LUMO level: 0.54 eV
- Net charge: 0
- Molar mass: 116.14 g mol⁻¹

Each atom is followed by the atoms it is bonded to, with distances in Å.
Positions of all 11 atoms, in Å:
1 O 2.5817 -1.0382 0.0357  C2 1.198
2 C 1.5008 -0.5295 -0.0600  O1 1.198, N3 1.432, N7 1.424
3 N 1.0942 0.8437 -0.0849  C2 1.432, C4 1.407, H8 0.987
4 C -0.2981 1.0059 0.0343  N3 1.407, C5 1.396, H9 1.084
5 C -0.8079 -0.2846 -0.1180  C4 1.396, S6 1.735, N7 1.421
6 S -2.5009 -0.6527 -0.0308  C5 1.735, H10 1.394
7 N 0.2602 -1.2196 -0.1760  C2 1.424, C5 1.421, H11 1.106
8 H 1.8642 1.4593 -0.0365  N3 0.987
9 H -0.7911 1.9603 -0.1073  C4 1.084
10 H -2.9715 0.6369 0.2086  S6 1.394
11 H 0.0685 -2.1816 0.3349  N7 1.106

***

Model three:
Entry from OMol25: one molecule with the formula C3H4N2OS (the ωB97M-V functional and the def2-TZVPD basis).

Values from the calculation:
- Highest occupied orbital energy: -8.15 eV
- SMILES: Nc1c[nH]oc1=S
- Orbital gap: 8.2 eV
- LUMO level: 0.06 eV
- Net charge: 0
- Molar mass: 116.14 g mol⁻¹

Each atom is followed by the atoms it is bonded to, with distances in Å.
Positions of all 11 atoms, in Å:
1 N 0.0442 -0.9166 1.8852  C2 1.354, H8 0.977, H9 1.012
2 C -0.2456 -0.7134 0.5786  N1 1.354, C3 1.372, C6 1.436
3 C -1.2055 -1.3519 -0.1645  C2 1.372, N4 1.386, H10 1.101
4 N -1.1685 -0.8811 -1.4676  C3 1.386, O5 1.440, H11 1.039
5 O -0.3655 0.3119 -1.3902  N4 1.440, C6 1.363
6 C 0.3057 0.3565 -0.2050  C2 1.436, O5 1.363, S7 1.631
7 S 1.3491 1.5272 0.2436  C6 1.631
8 H -0.7257 -1.1142 2.4540  N1 0.977
9 H 0.6857 -0.2351 2.2697  N1 1.012
10 H -1.7974 -2.2344 0.1220  C3 1.101
11 H -2.0806 -0.5090 -1.7988  N4 1.039

***

Computed stability ranking, most favorable first: model two, model three, model one